Entry 1:
Below is C4H10NO3 as an isolated structure, with properties calculated with the ωB97M-V functional and the def2-TZVPD basis.

ORCA input file:
```
! wB97M-V def2-TZVPD RIJCOSX def2/J DEFGRID3
* xyz -1 1
C -0.697 2.362 0.646
C -0.956 1.431 -0.567
C -1.064 -0.024 -0.164
C 0.242 -0.821 -0.005
O 1.168 -0.774 -0.841
O 0.211 -1.666 0.938
N -1.975 1.811 -1.787
H -1.312 2.150 1.528
H 0.290 2.005 0.953
H -0.676 3.440 0.458
H -0.105 1.508 -1.230
H -1.649 -0.651 -0.865
H -1.607 -0.138 0.765
H -2.272 1.740 -0.670
H -1.591 2.737 -1.975
H 1.729 -2.264 1.186
H 3.090 -1.645 1.012
O 2.704 -2.427 1.420
*
```

Summary:
**HOMO**: -4.760 eV
**Energy relative to the best compared isomer or geometry (same formula, charge and spin)**: 3.495 eV
**Kohn-Sham gap**: 8.337 eV
**E_tot**: -438.85681 Eh

***

Entry 2:
Below is C35H40N4NiP2 as an isolated structure, with properties calculated with the ωB97M-V functional and the def2-TZVPD basis.

ORCA input file:
```
! wB97M-V def2-TZVPD RIJCOSX def2/J DEFGRID3
* xyz 0 3
Ni -0.879 0.960 1.459
C 4.608 -2.224 -3.169
C 3.410 -1.950 -3.698
C 2.476 -2.959 -4.311
C 2.376 -4.320 -3.555
C 2.355 -4.221 -2.054
C 3.445 -4.239 -1.280
C 4.862 -4.392 -1.784
C 5.220 -3.593 -3.064
C -1.322 0.619 3.390
H 5.263 -1.423 -2.794
H 3.078 -0.913 -3.812
H 2.778 -3.172 -5.359
H 1.466 -2.507 -4.382
H 1.430 -4.787 -3.871
H 3.188 -4.973 -3.900
H 1.347 -4.172 -1.622
H 3.361 -4.230 -0.190
H 5.082 -5.457 -1.984
H 5.555 -4.097 -0.976
H 6.312 -3.449 -3.059
H 4.979 -4.197 -3.947
H -1.008 1.646 3.665
H -0.837 -0.095 4.083
H -2.423 0.584 3.509
P -1.197 -1.075 1.152
P -0.487 1.609 -0.575
N -0.219 -2.148 2.085
N -2.843 -1.683 1.366
N 1.247 1.546 -0.909
N -0.885 2.851 -1.718
C -0.822 -1.269 -0.619
C -0.991 0.061 -1.419
C 0.679 -1.697 3.062
C 1.188 -2.790 3.731
C 0.626 -3.963 3.138
C -0.240 -3.544 2.127
C -3.569 -1.614 2.561
C -4.894 -1.937 2.305
C -4.995 -2.242 0.904
C -3.736 -2.039 0.351
C 2.146 1.888 0.100
C 3.407 1.430 -0.246
C 3.289 0.777 -1.517
C 1.954 0.867 -1.899
C -0.538 2.881 -3.081
C -1.220 3.921 -3.692
C -2.009 4.573 -2.683
C -1.797 3.881 -1.499
H -1.459 -2.048 -1.069
H 0.229 -1.615 -0.641
H -0.458 -0.020 -2.385
H -2.058 0.268 -1.610
H 0.862 -0.633 3.177
H 1.898 -2.747 4.553
H 0.844 -4.980 3.416
H -0.839 -4.091 1.419
H -3.074 -1.309 3.481
H -5.696 -1.928 3.016
H -5.879 -2.560 0.382
H -3.402 -2.091 -0.678
H 1.782 2.414 0.977
H 4.308 1.539 0.341
H 4.079 0.284 -2.068
H 1.460 0.509 -2.798
H 0.148 2.158 -3.500
H -1.198 4.178 -4.741
H -2.661 5.424 -2.801
H -2.206 4.043 -0.527
C -1.332 2.716 1.162
C -1.904 3.699 1.695
C -2.525 4.685 2.495
C -1.988 5.997 2.450
C -2.379 6.930 3.414
C -3.369 6.607 4.358
C -3.992 5.350 4.322
C -3.619 4.406 3.357
H -1.268 6.263 1.659
H -1.907 7.918 3.427
H -3.673 7.354 5.110
H -4.780 5.108 5.041
H -4.157 3.452 3.245
*
```

Summary:
**HOMO (alpha / beta)**: -5.268 / -8.163 eV
**Energy relative to the best compared isomer or geometry (same formula, charge and spin)**: 0.000 eV
**Expectation value of S²**: 2.02
**Kohn-Sham gap (alpha / beta)**: 5.369 / 7.074 eV
**E_tot**: -3767.42064 Eh

***

Entry 3:
Below is an isolated ion of composition C4H8NS2 and charge +1, with properties calculated with the ωB97M-V functional and the def2-TZVPD basis.

ORCA input file:
```
! wB97M-V def2-TZVPD RIJCOSX def2/J DEFGRID3
* xyz 1 1
C -0.691 0.372 0.834
C 0.606 -0.420 1.036
C -0.925 -0.327 -1.502
C 2.927 0.479 -0.305
N -1.270 0.400 -0.504
S 2.170 0.550 1.238
S 2.162 0.068 -1.690
H -1.459 -0.033 1.502
H -0.529 1.412 1.138
H 0.543 -0.957 1.981
H 0.809 -1.137 0.246
H -0.257 -1.165 -1.393
H -1.351 -0.149 -2.478
H 3.958 0.804 -0.297
H -1.919 1.169 -0.653
*
```

Summary:
**HOMO**: -12.679 eV
**SMILES**: C=[NH+]CCSC=S
**Energy relative to the best compared isomer or geometry (same formula, charge and spin)**: 0.813 eV
**Kohn-Sham gap**: 7.769 eV
**E_tot**: -1008.04187 Eh

***

Entry 4:
Below is a 2-piece molecular cluster, CH3O4P overall, with properties calculated with the ωB97M-V functional and the def2-TZVPD basis.

ORCA input file:
```
! wB97M-V def2-TZVPD RIJCOSX def2/J DEFGRID3
* xyz -2 1
C -1.093 -0.450 0.045
O 2.195 -0.208 1.424
O 1.954 -1.015 -0.993
O 1.644 1.451 -0.409
O -2.061 0.741 0.004
P 1.652 0.026 0.058
H -0.975 -0.779 -1.040
H -1.823 -1.236 0.551
H -1.492 1.470 0.362
*
```

Summary:
**HOMO**: 1.097 eV
**Energy relative to the best compared isomer or geometry (same formula, charge and spin)**: 1.558 eV
**Kohn-Sham gap**: 6.146 eV
**E_tot**: -682.18783 Eh

***

Entry 5:
Below is C3H7NO2 as an isolated structure, with properties calculated with the ωB97M-V functional and the def2-TZVPD basis.

ORCA input file:
```
! wB97M-V def2-TZVPD RIJCOSX def2/J DEFGRID3
* xyz 0 1
C -2.138 -0.049 -0.732
N -1.221 -0.072 0.381
C 0.079 -0.032 0.322
O 0.549 -0.071 1.523
O 0.816 0.035 -0.770
C 2.231 0.071 -0.551
H -2.801 0.822 -0.672
H -2.761 -0.950 -0.739
H -1.591 0.000 -1.680
H -0.731 -0.116 1.641
H 2.500 0.943 0.050
H 2.679 0.136 -1.542
H 2.559 -0.837 -0.040
*
```

Summary:
**HOMO**: -9.197 eV
**Energy relative to the best compared isomer or geometry (same formula, charge and spin)**: 2.725 eV
**Kohn-Sham gap**: 10.111 eV
**E_tot**: -323.68084 Eh

***

Entry 6:
Below is a 2-piece molecular cluster, H2 overall, with properties calculated with the ωB97M-V functional and the def2-TZVPD basis.

ORCA input file:
```
! wB97M-V def2-TZVPD RIJCOSX def2/J DEFGRID3
* xyz 0 1
H 0.000 0.000 0.810
H 0.000 0.000 -0.810
*
```

Summary:
**HOMO**: -11.162 eV
**Energy relative to the best compared isomer or geometry (same formula, charge and spin)**: 3.665 eV
**Kohn-Sham gap**: 10.186 eV
**E_tot**: -1.02618 Eh

***

Copy entry 4 word for word.
Below is a 2-piece molecular cluster, CH3O4P overall, with properties calculated with the ωB97M-V functional and the def2-TZVPD basis.

ORCA input file:
```
! wB97M-V def2-TZVPD RIJCOSX def2/J DEFGRID3
* xyz -2 1
C -1.093 -0.450 0.045
O 2.195 -0.208 1.424
O 1.954 -1.015 -0.993
O 1.644 1.451 -0.409
O -2.061 0.741 0.004
P 1.652 0.026 0.058
H -0.975 -0.779 -1.040
H -1.823 -1.236 0.551
H -1.492 1.470 0.362
*
```

Summary:
**HOMO**: 1.097 eV
**Energy relative to the best compared isomer or geometry (same formula, charge and spin)**: 1.558 eV
**Kohn-Sham gap**: 6.146 eV
**E_tot**: -682.18783 Eh

***

energy relative to the best compared isomer or geometry (same formula, charge and spin) of number 3 (C4H8NS2)? 0.813 eV